1.
The following is a DFT calculation (wB97M-V/def2-TZVPD) of CH2N2O3S in the gas phase.

Structure (XYZ):
```
9
Properties=species:S:1:pos:R:3:forces:R:3
C 1.404465 0.652308 0.234148 -1.7276 -0.8983 -1.7118
N 1.070877 1.762506 0.583404 -0.8602 2.2661 0.3574
N 0.733310 -0.204642 -0.697039 0.0438 -0.3739 -0.3422
O -2.903451 -0.414512 -0.444925 0.3117 -0.0785 0.1505
O -0.901715 -0.991301 0.993610 -1.5144 0.4806 -0.4145
O -0.413296 0.177232 -1.175220 -0.7737 1.3491 -1.0683
S -1.673052 -0.030739 0.188105 0.2385 -0.6406 1.0472
H 2.189580 0.165414 0.640557 2.8947 -1.5661 1.4442
H 0.493285 -1.116265 -0.322641 1.3872 -0.5383 0.5374
```
Forces are in eV/Å.

Output
Frontier orbital gap (alpha / beta) = 0.273 / 0.319 hartree
ΔE to the lowest compared entry with this formula, charge and spin = 116.7 kcal per mole
Multiplicity = 1
E_HOMO (alpha / beta) = -10.8 / -10.4 eV
Calculated total energy = -772.5209 hartree
LUMO (alpha / beta) = -3.40 / -1.68 eV

Löwdin atomic charge list, values in e, 8 entries: number 1, C, carries -0.30; number 2, N, carries 0.25; number 3, N, carries -0.08; number 4, O, carries -0.35; number 5, O, carries -0.40; number 6, O, carries -0.22; number 7, S, carries 0.89; number 8, H, carries 0.09

***

2.
The following is a DFT calculation (wB97M-V/def2-TZVPD) of a molecular structure, C36H38F6NO2P2Sr.

Structure (XYZ):
```
86
Properties=species:S:1:pos:R:3:forces:R:3
Sr -0.936617 1.008747 0.913614 6.1060 2.5162 -1.4646
C 2.417300 1.303431 -1.660597 0.0354 -0.0837 -0.3749
C 2.348025 -0.228081 -1.734606 -0.0084 0.2431 -0.0647
C 0.913241 -0.704601 -1.911386 0.2191 -0.2669 -0.5558
C 2.996698 -0.899242 -0.528869 -0.1687 0.0083 0.0891
C 4.501473 -0.657467 -0.411919 0.0472 0.1798 0.4142
O 4.682431 -0.258775 0.974666 -0.2878 -0.1942 -0.3837
C 3.437797 -0.154803 1.501577 0.3569 0.1495 0.6344
N 2.442349 -0.432262 0.763079 0.0427 -0.1132 -0.1794
C 3.449621 0.220705 2.952640 -0.0968 -0.1172 -0.3254
C 4.700556 0.400762 3.546572 -0.0173 0.0462 0.0432
C 4.812631 0.681085 4.899236 -0.0052 -0.0072 0.0109
C 3.670743 0.777182 5.678953 -0.0246 0.0134 0.0274
C 2.422524 0.607625 5.095977 -0.0425 0.0138 -0.0010
C 2.286072 0.330540 3.736792 0.0480 0.0349 -0.2111
P 0.603097 0.094515 3.017325 0.9900 -0.8630 2.0239
C -0.408813 1.203057 4.112637 0.2210 0.1391 0.0059
C -1.563065 0.866311 4.824290 0.1174 -0.0597 -0.0643
C -2.300887 1.844102 5.487327 0.0102 -0.0264 -0.0555
C -1.898678 3.170653 5.449074 0.0381 0.0102 -0.0295
C -0.752528 3.528032 4.743134 -0.0141 -0.0917 0.0002
C -0.020581 2.556214 4.075721 -0.2566 -0.1250 0.0499
C 0.220527 -1.644974 3.491977 -0.0669 0.0613 -0.0478
C 0.137093 -2.577739 2.453611 -0.0068 0.0212 0.0151
C -0.151178 -3.913550 2.715567 0.0271 0.1073 0.0150
C -0.359147 -4.329606 4.022860 0.0025 0.0219 0.0358
C -0.262173 -3.416734 5.068711 0.0240 0.0569 -0.1139
C 0.030044 -2.084872 4.804181 0.0378 0.0327 0.0279
H 1.829608 1.764612 -2.462228 0.1444 -0.1432 0.0968
H 3.433839 1.694405 -1.740370 0.0022 -0.1007 -0.0061
H 2.017620 1.664996 -0.716179 -0.1501 -0.0130 0.2244
H 2.915934 -0.568937 -2.604818 0.0147 0.0471 -0.0838
H 0.284521 -0.307816 -1.139138 -0.4656 0.2378 0.6397
H 0.827447 -1.795267 -1.872356 0.0502 0.1198 -0.0410
H 0.482704 -0.357549 -2.852707 0.0899 -0.0356 0.0034
H 2.798592 -1.971675 -0.594342 -0.0501 -0.0600 0.0019
H 4.859241 0.152817 -1.039472 0.0318 0.1182 -0.0755
H 5.098854 -1.542417 -0.599452 0.0731 -0.0858 0.0629
H 5.591043 0.313976 2.938479 -0.0847 0.0043 0.0555
H 5.792739 0.817254 5.342085 -0.0830 -0.0130 -0.0388
H 3.745015 0.985480 6.741981 -0.0105 -0.0219 -0.1366
H 1.537429 0.702421 5.715187 0.0473 0.0006 -0.0498
H -1.897154 -0.164458 4.867304 0.0379 0.0107 0.0043
H -3.197067 1.561631 6.031464 0.1211 0.0294 -0.0596
H -2.476035 3.927614 5.966464 0.0404 -0.0421 -0.0258
H -0.428705 4.563878 4.719098 -0.0327 -0.1135 -0.0128
H 0.872506 2.847691 3.534034 0.0810 -0.0083 -0.0244
H 0.329658 -2.260230 1.431702 -0.0168 -0.0098 0.0492
H -0.210642 -4.626827 1.901424 0.0088 0.0618 0.0463
H -0.589784 -5.368022 4.230711 0.0203 0.0660 -0.0111
H -0.409110 -3.745945 6.090700 0.0081 0.0389 -0.0589
H 0.118633 -1.388208 5.629946 -0.0148 0.0023 -0.0231
C -1.341112 5.008204 0.219468 0.0693 -0.1052 -0.0239
P -0.058805 3.762627 -0.231517 -0.2710 0.3177 0.0260
C 1.476659 4.616996 0.268020 0.1448 0.0393 -0.0109
C -0.106928 3.829981 -2.054238 -0.0900 -0.0013 -0.1051
C -0.697829 2.758981 -2.725757 0.0378 0.2184 -0.1065
C -0.843967 2.771054 -4.105511 0.0021 -0.0104 -0.0135
C -0.390832 3.859318 -4.832986 0.0508 0.1044 -0.0802
C 0.195791 4.939028 -4.179983 -0.0134 -0.0584 0.0013
C 0.331204 4.927028 -2.798438 0.0481 -0.0257 0.0159
H -1.136380 5.972153 -0.242378 0.0413 0.0707 -0.0394
H -1.393613 5.135834 1.303698 0.0612 -0.0660 -0.0582
H -2.312715 4.656989 -0.128505 0.0024 -0.0245 -0.0134
H 1.784232 5.392063 -0.433074 -0.0486 0.0211 0.0194
H 2.295127 3.903414 0.371938 -0.0118 0.0282 -0.0262
H 1.301890 5.086581 1.237566 0.0352 -0.0408 0.0148
H -1.075817 1.913516 -2.179138 -0.1239 -0.2404 0.2367
H -1.316507 1.934259 -4.609487 0.0460 0.0762 0.0620
H -0.499954 3.870758 -5.911425 0.0167 0.0267 0.0686
H 0.543495 5.793446 -4.749309 -0.0252 -0.0555 0.0460
H 0.780229 5.785269 -2.308685 -0.0358 -0.0620 -0.0155
C -2.582653 -0.469824 1.777278 -1.2175 -0.6907 0.2283
C -3.329806 0.525303 0.795466 -1.1550 -0.0253 -0.3728
O -2.581603 0.917453 -0.288441 -2.9799 -0.4130 -1.0670
C -4.621473 -0.185377 0.281045 0.9971 0.2209 0.5773
F -5.440669 -0.480769 1.298940 -0.2894 -0.1150 0.0652
F -4.257540 -1.326417 -0.305430 -0.0877 -0.2356 -0.1414
F -5.264591 0.563599 -0.585790 -0.3128 0.1479 -0.2728
C -3.721737 1.794543 1.644589 0.5796 -0.4417 -0.2094
F -4.317451 1.522510 2.787984 -0.0468 -0.0205 0.2947
F -2.491929 2.439497 1.993668 -1.1229 -0.0218 0.0966
F -4.415206 2.677152 0.983894 -0.1890 0.3613 -0.2250
H -1.965588 -1.173057 1.186669 -0.4193 0.0987 0.2684
H -3.283228 -1.047533 2.373902 -0.0225 0.0231 -0.0288
H -1.946074 0.081660 2.478538 -0.8602 -0.8987 0.7301
```
Forces are in eV/Å.

Output
Frontier orbital gap = 0.331 hartree
Total charge = +1
ΔE to the lowest compared entry with this formula, charge and spin = 69.6 kcal per mole
Multiplicity = 1
E_HOMO = -11.3 eV
Calculated total energy = -2912.3295 hartree
LUMO = -2.27 eV

Löwdin atomic charge list, values in e, 8 entries: number 1, Sr, carries 1.33; number 2, C, carries -0.05; number 3, C, carries -0.36; number 4, C, carries -0.05; number 5, C, carries -0.28; number 6, C, carries -0.06; number 7, O, carries 0.00; number 8, C, carries -0.32